# 1
14
Properties=species:S:1:pos:R:3:forces:R:3 method="wB97M-V/def2-TZVPD" e_lumo_ev=0.367 charge=0 relative_energy_kj_mol=597.7 spin_multiplicity=1 orbital_gap_ev=9.92
S 2.466 -0.725 0.242 0.3 -1.1 0.4
O 0.092 2.089 -1.005 1.4 -4.2 2.3
O -0.724 -1.258 -1.299 -1.5 0.7 2.7
N 1.652 0.369 -0.755 -1.9 1.7 -0.4
N -1.830 -1.035 -0.310 -0.1 1.4 1.7
C -0.310 0.739 1.052 -2.3 1.1 -1.1
C 0.459 1.061 -0.337 -0.5 3.4 -0.8
C -1.712 -0.209 0.704 2.1 1.0 -0.9
H 1.989 -2.128 0.179 0.1 2.4 -0.8
H -0.826 1.916 1.420 2.0 -3.9 -1.1
H -1.070 -2.109 -1.596 0.2 0.1 -0.3
H 0.360 0.227 1.826 -1.2 0.9 -1.1
H 2.078 0.955 -1.560 -0.5 -1.9 1.7
H -2.626 0.109 1.439 2.1 -1.5 -2.3

---

# 2
13
Properties=species:S:1:pos:R:3:forces:R:3 method="wB97M-V/def2-TZVPD" e_lumo_ev=1.059 smiles="CCCC=O" charge=0 relative_energy_kj_mol=27.0 spin_multiplicity=1 orbital_gap_ev=10.91
O 2.126 -0.707 -1.445 0.0 0.3 0.4
C 0.778 0.141 0.360 0.0 0.0 0.0
C -0.456 0.022 -0.530 0.0 0.0 -0.1
C -1.765 0.029 0.253 0.0 0.0 0.0
C 2.065 -0.149 -0.375 0.0 -0.1 -0.2
H -1.883 0.950 0.836 0.0 -0.1 -0.1
H -0.371 -0.898 -1.118 0.0 0.1 0.1
H -0.447 0.846 -1.255 0.0 -0.1 0.1
H 2.997 0.173 0.140 -0.1 -0.1 0.0
H -2.623 -0.049 -0.423 0.1 0.0 0.1
H 0.727 -0.574 1.197 0.0 0.1 -0.1
H 0.855 1.131 0.829 0.0 -0.1 -0.1
H -1.812 -0.816 0.949 0.0 0.1 -0.1

---

# 3
18
Properties=species:S:1:pos:R:3:forces:R:3 method="wB97M-V/def2-TZVPD" e_lumo_ev="-0.263 / 0.185" charge=0 relative_energy_kj_mol=489.0 spin_multiplicity=1 orbital_gap_ev="8.53 / 8.32"
Si 0.477 1.466 0.756 1.1 1.3 0.3
C 1.538 1.691 -0.825 -1.4 -0.8 -1.3
C -2.722 -0.258 -0.886 0.5 -0.3 -0.6
C -1.808 -0.546 0.245 0.2 -1.2 0.5
C -0.724 0.081 0.569 0.7 1.3 0.6
C 1.873 -2.504 0.942 -0.1 1.0 -2.3
H -2.675 -1.139 -1.527 -0.8 -0.2 0.1
H 1.751 -1.689 1.589 0.0 0.2 1.8
H -2.405 0.530 -1.533 0.6 0.8 -0.2
H 1.821 -2.055 -0.050 0.1 -0.8 -0.2
H 2.118 -3.533 1.038 0.1 -0.4 0.6
H 1.891 0.669 -1.221 0.0 1.7 0.7
H 0.865 2.115 -1.681 1.2 -0.6 1.6
H -0.098 2.941 0.966 0.1 -1.7 0.0
H -2.030 -1.511 0.760 0.1 0.6 -0.1
H -3.692 0.025 -0.538 -0.9 -0.4 0.1
H 2.316 2.434 -0.580 -0.1 -0.6 -0.4
H 1.507 1.283 1.976 -1.3 -0.1 -1.2

---

# 4
58
Properties=species:S:1:pos:R:3:forces:R:3 method="wB97M-V/def2-TZVPD" s_squared=0.84 e_lumo_ev="0.337 / 1.229" charge=-1 relative_energy_kj_mol=0.0 spin_multiplicity=2 orbital_gap_ev="5.48 / 6.35"
Tc 1.059 0.855 -0.549 -0.1 0.4 -1.9
Se -1.313 1.235 -1.158 0.4 -0.5 0.3
S 0.981 3.030 0.607 0.1 -0.4 -0.7
S 3.411 0.573 0.137 -0.1 0.1 -0.8
S 1.834 1.573 -2.704 -0.1 -0.1 1.6
S 1.289 -1.127 -2.009 -0.3 0.7 0.8
S 2.296 -0.551 -4.754 0.0 0.2 0.2
F 0.273 -0.504 3.646 0.3 0.2 0.6
F -1.574 -0.392 2.363 -0.9 0.3 -0.1
F 0.467 -0.159 1.381 0.5 0.4 -0.3
F -0.167 -2.183 2.197 0.1 -0.9 -0.2
N -0.487 2.675 2.833 0.7 -0.2 0.2
N 3.147 -1.351 2.012 -0.1 0.7 0.4
N 1.656 2.449 3.214 -0.2 0.2 -0.3
N 3.283 0.663 2.857 0.1 -0.3 -0.3
C -1.906 1.660 -4.296 0.0 0.1 0.1
C -1.728 2.852 2.137 -0.5 -0.1 -0.5
C -1.822 -1.828 -0.627 0.0 0.0 0.1
C -2.715 -0.664 -4.625 -0.1 -0.1 0.0
C 3.087 -2.429 1.069 0.0 -0.4 -0.5
C 0.738 2.654 2.267 -0.3 0.3 -0.4
C 1.846 -0.068 -3.242 0.1 -0.5 -0.8
C -2.166 0.280 -3.771 0.1 0.0 0.2
C 0.995 2.308 4.395 -0.5 0.1 0.5
C 3.248 -0.037 1.721 0.1 -0.1 -0.1
C -0.335 2.443 4.168 0.2 0.0 0.5
C -2.985 -1.960 -4.217 0.0 0.1 0.0
C 3.177 -0.222 3.885 0.2 -0.5 0.3
C 3.093 -1.474 3.372 0.1 0.1 0.4
C -1.901 -0.089 -2.451 0.2 0.1 0.0
C -2.644 -2.321 -2.923 -0.1 0.1 0.0
C -2.118 -1.404 -2.026 0.0 0.1 0.0
C -3.676 -2.921 -5.142 0.1 0.1 0.0
B 3.181 2.207 3.005 -0.1 -0.1 -0.1
B -0.288 -0.847 2.445 0.1 0.2 -0.2
H -2.517 3.040 2.861 0.0 0.0 0.0
H -2.368 -1.204 0.081 0.1 -0.1 0.1
H 3.764 2.532 3.991 0.1 0.1 0.4
H -0.758 -1.717 -0.407 -0.1 0.0 0.1
H -3.719 -3.919 -4.710 0.0 -0.1 0.0
H 4.095 -2.790 0.847 -0.1 0.0 0.0
H 2.487 -3.237 1.484 0.0 0.1 0.1
H 2.621 -2.089 0.141 0.1 0.0 0.1
H 1.517 2.100 5.306 0.1 0.0 0.2
H 2.972 -2.424 3.849 0.0 -0.1 0.1
H -4.696 -2.577 -5.323 0.0 -0.1 -0.1
H -2.836 2.228 -4.341 0.0 0.1 0.0
H 3.544 2.740 2.013 0.1 0.2 -0.2
H -2.092 -2.871 -0.470 0.0 0.0 0.0
H -1.972 1.951 1.564 0.0 0.1 0.1
H -1.176 2.380 4.824 -0.1 -0.1 0.2
H -2.803 -3.335 -2.581 -0.1 -0.1 0.0
H -1.639 3.692 1.446 -0.1 -0.1 0.1
H -1.212 2.200 -3.656 0.1 0.1 -0.1
H 3.152 0.110 4.902 0.0 0.0 0.2
H -2.949 -0.368 -5.638 0.0 0.0 -0.2
H -3.162 -2.974 -6.101 0.0 -0.1 -0.1
H -1.490 1.609 -5.300 0.0 0.0 0.0

---

# 5
87
Properties=species:S:1:pos:R:3:forces:R:3 method="wB97M-V/def2-TZVPD" e_lumo_ev="-3.979 / -5.091" charge=+1 relative_energy_kj_mol=135.8 spin_multiplicity=1 orbital_gap_ev="5.57 / 4.45"
In 0.895 -0.068 -0.168 0.1 0.1 0.4
S -0.470 -4.155 3.684 0.8 0.2 -1.4
S -1.059 1.831 4.968 1.5 1.3 -2.0
Si -3.474 1.668 -1.225 -1.4 1.3 0.7
Si -3.230 -1.519 -1.920 -0.1 -0.6 -0.2
O 5.360 -1.671 4.652 -0.9 1.3 -1.4
O 5.578 0.594 4.785 -1.0 -1.2 -1.0
N 0.139 0.748 2.790 -1.3 2.4 1.6
N 0.177 -4.161 1.014 -0.3 -0.3 -0.4
N 3.084 0.166 0.570 -0.4 -0.7 -1.1
N 2.267 -1.923 -1.031 0.5 1.4 0.8
N 0.035 3.109 2.709 0.9 -0.2 -2.0
N 1.998 2.676 -0.043 0.8 -1.0 0.4
N -0.091 -2.098 2.071 0.8 -0.8 1.2
N -0.174 0.469 -2.374 -0.5 -0.3 0.2
C -1.929 -2.685 -2.657 0.1 -0.3 0.4
C 4.053 1.024 2.546 0.1 -0.7 1.1
C 3.395 1.188 1.350 -0.4 1.3 0.1
C 2.539 -4.046 -2.089 -0.4 0.8 0.4
C 3.913 -3.413 -0.164 -0.1 1.1 -0.1
C -2.570 0.280 -2.100 -2.0 -1.0 2.0
C -1.613 0.955 -4.267 1.6 -0.7 0.9
C 1.592 3.884 -0.404 -0.5 0.1 0.1
C -1.437 0.531 -2.864 1.8 1.3 -3.3
C -0.506 1.116 -5.104 -0.5 -0.1 1.3
C -0.257 -0.222 3.698 0.2 0.4 1.7
C 3.273 -2.135 -0.120 -0.8 -2.3 -1.5
C 3.342 3.709 1.641 0.9 0.0 0.1
C -4.776 -1.683 -3.018 -0.1 -0.1 0.6
C -2.449 3.275 -1.245 0.0 -0.4 -0.1
C -0.750 0.174 4.934 0.0 -1.2 -1.2
C 3.571 -1.061 0.840 0.5 -0.2 0.3
C 2.884 4.973 1.278 0.2 0.1 0.6
C 4.353 -1.324 1.947 0.4 0.0 1.0
C 0.748 0.915 -4.533 1.3 0.3 -0.6
C -0.251 -2.604 4.357 -0.3 0.9 -0.2
C -3.904 1.241 0.600 -1.2 -1.3 -0.3
C 5.196 -0.488 4.236 2.1 0.1 2.2
C -0.104 -3.424 2.095 -0.4 1.6 0.9
C -0.193 1.962 3.326 -0.6 -3.5 0.6
C -5.168 2.176 -2.008 0.6 -0.9 0.0
C -0.114 -1.629 3.416 -0.6 -1.6 -1.0
C 3.494 -4.347 -1.126 0.1 0.4 0.6
C 1.992 5.053 0.229 0.5 0.2 -0.6
C -3.573 -2.051 -0.114 0.1 0.9 -1.0
C 2.948 2.572 0.919 -1.1 0.2 0.8
C 1.973 -2.745 -2.028 0.5 -1.9 0.4
C 4.573 -0.263 2.867 -1.1 0.2 -0.5
C 0.874 0.659 -3.185 -0.6 0.4 -0.7
H -5.325 -0.758 -3.175 0.0 0.2 0.1
H -3.735 -3.104 0.039 0.0 -0.5 -0.3
H -1.163 -3.031 -1.926 -0.5 0.2 -0.4
H 1.746 6.018 -0.185 -0.5 0.1 0.1
H 1.228 -2.437 -2.742 -0.2 0.2 0.0
H 3.968 1.835 3.310 0.9 -1.0 -0.7
H 4.759 -3.662 0.504 -0.8 0.2 -0.4
H -5.493 -2.399 -2.585 0.3 0.1 -0.1
H -2.401 3.746 -0.255 -0.1 -0.1 -0.2
H 0.395 -3.709 0.136 0.0 -0.2 0.3
H -2.811 4.001 -1.991 0.1 -0.3 0.3
H -1.435 2.997 -1.522 0.4 0.2 0.0
H -4.857 0.582 0.716 1.5 1.2 -0.4
H 2.197 -4.825 -2.779 0.2 0.6 0.1
H 4.700 -2.362 2.208 -0.3 1.4 -0.2
H 1.648 1.031 -5.161 -0.5 0.0 0.6
H -0.577 1.468 -6.133 -0.2 -0.3 0.2
H -2.724 -1.761 0.482 0.4 0.1 0.4
H 0.849 3.897 -1.188 0.0 0.2 -0.2
H 4.085 3.657 2.449 -0.4 -0.2 -0.5
H -4.443 -1.527 0.266 -0.2 0.1 0.1
H -0.300 3.933 3.115 -0.3 1.3 0.3
H -1.045 -0.464 5.778 0.1 0.5 -0.7
H 1.810 0.721 -2.672 0.8 -0.2 -0.1
H -5.020 2.765 -2.931 -0.2 -0.3 0.4
H 3.214 5.888 1.826 -0.3 -1.0 -0.6
H -1.427 -2.337 -3.549 0.3 0.6 -0.2
H -4.506 -2.054 -3.999 0.2 -0.1 -0.3
H 3.919 -5.336 -1.077 0.1 -0.1 -0.1
H -4.126 2.185 1.106 0.1 -0.1 0.0
H 0.380 3.095 1.720 -0.6 0.1 1.6
H -3.125 0.693 1.141 0.1 0.3 0.0
H -5.681 2.805 -1.256 0.1 -0.3 -0.4
H -0.434 -2.438 5.401 0.2 -0.1 0.2
H 0.372 -5.123 1.177 0.1 -0.5 -0.4
H -2.574 1.081 -4.702 -0.9 0.1 0.2
H -5.764 1.256 -2.231 0.2 0.9 0.2
H -2.458 -3.557 -3.052 -0.1 -0.2 0.4

---

# 6
101
Properties=species:S:1:pos:R:3:forces:R:3 method="wB97M-V/def2-TZVPD" e_lumo_ev=-3.691 charge=+2 spin_multiplicity=1 orbital_gap_ev=10.89
O -3.850 -2.539 -2.738 0.0 -0.1 -0.1
O 4.398 2.479 -1.220 -0.5 0.0 0.1
O 6.527 2.301 -1.863 0.1 0.1 -0.1
O -4.564 -1.706 -0.779 -0.1 0.0 0.3
N 5.499 -0.880 -0.160 -0.2 0.1 0.0
N -5.584 0.776 0.255 0.1 0.1 -0.2
C 0.158 -1.381 -0.646 -0.1 0.2 -0.2
C -0.139 2.104 1.075 0.1 -0.3 0.3
C 2.988 -0.252 -0.811 -0.1 -0.2 0.3
C 2.005 0.155 0.314 0.0 0.2 -0.3
C 5.450 2.822 -1.996 0.2 -0.1 -0.1
C -3.675 -0.610 -0.931 0.5 0.0 -0.5
C 4.486 0.123 -0.727 -0.5 0.6 -0.5
C -0.493 0.662 0.706 -0.1 0.4 -0.4
C -8.254 2.093 0.016 0.0 -0.2 0.2
C 1.277 2.196 1.632 -0.1 0.1 -0.4
C 2.258 1.648 0.602 0.1 -0.1 0.4
C -5.733 -0.165 1.380 -0.1 -0.6 0.7
C -1.839 0.590 -0.013 -0.2 -0.3 0.4
C 6.058 -3.332 0.030 -0.1 0.1 0.2
C -4.549 -2.646 -1.775 0.0 0.0 -0.1
C -4.194 0.744 -0.320 0.6 0.0 -0.1
C 2.146 -0.727 1.559 -0.1 0.2 -0.1
C 0.555 0.051 -0.253 0.1 -0.4 0.3
C -6.557 0.452 -0.835 -0.8 -0.4 -0.6
C -1.253 -1.472 -1.238 0.0 -0.1 0.2
C -8.018 0.663 -0.454 0.1 0.3 0.0
C -5.852 2.172 0.723 -0.3 0.8 0.5
C -5.515 -3.748 -1.482 0.0 -0.1 0.0
C 5.092 3.882 -2.981 0.0 0.0 -0.1
C -2.431 -1.727 0.958 0.1 0.2 -0.2
C -2.282 -0.854 -0.290 -0.2 0.0 -0.4
C 4.655 1.557 -0.160 0.7 -0.1 0.5
C -7.294 2.409 1.156 0.0 0.0 -0.3
C 5.071 -2.277 -0.459 -0.1 -0.9 -0.2
C -3.076 1.222 0.627 0.1 0.1 -0.2
C 6.781 -0.616 -0.860 0.9 0.2 -0.3
C 6.212 -3.226 1.543 0.2 0.1 -0.1
C 6.637 -1.809 1.910 -0.2 -0.2 -0.1
C 5.690 -0.767 1.313 0.3 0.1 0.9
C 3.711 1.915 0.984 -0.2 0.0 -0.5
H -9.284 2.214 0.347 0.0 0.1 0.0
H 0.530 0.659 -1.165 0.0 0.1 -0.1
H -5.420 -1.157 1.068 0.0 0.1 0.0
H -7.382 3.458 1.441 0.1 0.0 0.1
H 4.710 -0.892 1.770 0.0 0.1 -0.1
H -3.007 2.308 0.648 -0.1 0.0 0.1
H 5.527 3.647 -3.949 0.0 0.0 0.0
H 5.262 -3.466 2.026 -0.1 0.0 0.0
H 2.084 2.190 -0.334 -0.1 0.0 -0.1
H -5.178 2.393 1.550 0.1 -0.1 -0.1
H 6.614 -1.682 2.992 0.0 0.1 0.0
H 6.997 0.450 -0.907 -0.2 -0.1 0.1
H 6.073 0.225 1.544 -0.1 0.0 -0.1
H -6.319 -3.719 -2.216 0.0 0.0 0.0
H 4.800 0.188 -1.775 0.1 -0.1 0.2
H -1.706 1.077 -0.987 0.0 0.0 -0.1
H -6.771 -0.207 1.696 0.0 0.1 -0.1
H -5.011 -4.704 -1.601 0.0 0.0 0.0
H 2.389 -1.752 1.288 0.0 -0.1 0.0
H 5.656 -4.309 -0.238 0.0 0.0 -0.1
H -0.550 0.082 1.628 0.0 -0.1 0.1
H 3.831 2.982 1.182 0.1 0.0 0.1
H 3.992 1.386 1.893 0.1 0.0 0.1
H 7.666 -1.635 1.597 0.0 0.1 0.0
H -2.819 -2.702 0.673 0.0 -0.1 0.0
H 5.530 4.823 -2.648 0.0 0.0 0.0
H 2.901 -0.352 2.242 0.1 0.0 0.1
H 2.873 -1.308 -1.034 0.0 0.0 -0.1
H 4.127 -2.455 0.057 0.0 0.1 -0.1
H -1.276 -0.943 -2.192 0.0 0.0 -0.1
H 1.218 -0.757 2.121 -0.1 -0.1 0.1
H -8.617 0.456 -1.341 0.1 -0.1 0.0
H 1.351 1.643 2.568 0.0 0.0 0.1
H 0.844 -1.759 -1.403 0.1 -0.1 0.0
H 7.025 -3.237 -0.462 0.0 0.0 -0.1
H -5.134 0.163 2.225 0.0 0.1 -0.1
H -3.110 -1.297 1.687 -0.1 0.0 0.2
H -6.322 1.099 -1.683 0.2 0.0 0.1
H 5.695 1.723 0.152 -0.2 -0.1 0.0
H -3.536 -0.466 -2.011 0.0 0.1 0.3
H 4.015 3.994 -3.053 0.0 0.0 -0.1
H -7.543 1.816 2.036 0.0 0.0 0.1
H -8.334 -0.043 0.314 0.0 -0.1 0.0
H -0.215 2.735 0.187 -0.1 0.1 -0.1
H 6.728 -0.990 -1.881 -0.1 0.0 0.0
H -0.846 2.477 1.816 -0.1 0.1 0.0
H 6.952 -3.940 1.898 0.0 0.0 0.1
H -1.490 -2.517 -1.441 0.0 0.0 -0.1
H -5.621 2.847 -0.104 0.1 -0.1 0.0
H 4.918 -2.368 -1.536 -0.1 0.2 0.1
H -5.926 -3.663 -0.481 0.0 0.0 0.0
H 1.514 3.239 1.845 0.1 0.0 0.1
H 7.603 -1.111 -0.354 -0.1 -0.1 0.0
H -8.088 2.787 -0.810 0.0 0.1 -0.1
H -6.399 -0.584 -1.131 0.1 0.2 0.1
H 2.645 0.284 -1.700 0.1 0.0 -0.1
H -4.226 1.454 -1.153 -0.2 -0.1 0.2
H 0.231 -2.038 0.219 0.1 -0.1 0.1
H -1.475 -1.887 1.443 0.1 0.0 0.1
H -3.196 0.858 1.644 -0.1 0.0 0.1

---

F_max per entry: 4.99 0.50 2.46 1.91 4.01 1.08 eV/Å